C2H3NS2 as an isolated structure at a distorted geometry, computed with ωB97M-V/def2-TZVPD.

XYZ file:
```
8
Properties=species:S:1:pos:R:3
C 0.553 0.465 0.788
C -0.686 -0.041 -0.830
N 0.218 -0.639 0.152
S 1.884 0.580 2.033
S -0.568 1.584 0.089
H -0.010 0.066 -1.617
H -1.677 -0.366 -0.960
H 0.285 -1.648 0.347
```

## Properties
Lowest unoccupied orbital energy ... 0.17 eV
Energy relative to the best compared isomer or geometry (same formula, charge and spin) ... 26.9 kcal per mole
Orbital gap ... 8.33 eV